A structure of composition C26H64Li2N6O8 at a distorted geometry, computed with wB97M-V/def2-TZVPD.

XYZ file:
```
106
Properties=species:S:1:pos:R:3:forces:R:3
O 3.4569 -7.1203 2.6821 -0.195 -0.042 -0.925
O 3.0257 2.9486 1.9197 0.615 1.330 1.680
O -1.5885 -0.8347 3.9944 -0.008 -0.023 0.147
O 0.6415 -0.2925 -1.4437 0.624 0.293 -0.197
O 2.7989 -1.1693 5.1246 2.532 -0.329 0.429
O -3.4881 7.0024 -0.7277 -1.964 1.372 -0.152
O 0.0938 0.4894 -4.7769 -0.480 0.988 0.701
O -0.0088 -2.3599 -3.3654 0.008 -0.435 -0.341
N -2.3294 6.3433 -0.7082 3.909 -1.309 0.251
N 2.3971 2.2927 -0.0813 -0.501 0.363 -1.815
N 1.1428 -1.7738 3.8263 -1.638 -3.064 -2.920
N 1.0942 0.2392 4.8031 -0.384 0.403 -0.112
N 2.1701 -6.7516 2.2929 -3.547 0.994 0.426
N 1.5405 1.2461 1.7416 -0.776 -0.192 0.267
C -1.1519 4.1987 -1.0578 0.346 -1.062 -1.847
C -0.1344 -1.5865 0.3635 -1.065 -0.302 0.224
C -0.1184 -5.4367 0.9365 1.307 1.266 0.335
C -1.2282 7.1411 -1.3176 1.618 0.896 -0.325
C -1.4352 7.6615 -2.7734 -0.734 -0.492 -0.010
C -2.5050 4.8938 -0.9798 -0.409 -0.011 0.080
C 1.7613 -0.9281 4.5708 0.760 1.859 2.652
C -0.5474 -0.5920 -0.7496 1.463 0.499 1.727
C 0.2537 -6.8450 0.4923 -0.319 0.556 3.058
C 2.6694 -6.7206 -0.2157 -0.139 0.255 1.131
C -0.1135 4.9664 -1.8739 0.620 -1.851 -0.257
C 1.8059 -5.3462 2.8073 -1.039 -0.637 0.146
C 1.6731 -8.7722 0.8308 1.351 -0.260 -0.411
C 0.3113 -5.0809 2.4400 -0.718 -0.454 -1.696
C -1.1886 2.5461 -5.3205 -0.251 -0.059 0.984
C -0.9369 1.3539 -4.3510 0.965 -0.561 0.263
C 1.8798 -5.3506 4.3860 0.797 -1.277 -1.500
C -0.8303 8.3492 -0.3768 -1.664 -1.153 -0.761
C 2.6621 -4.2527 2.2007 1.582 1.063 -1.166
C 0.0914 6.3461 -1.4373 -0.039 0.564 0.742
C -3.4281 4.6467 -2.3005 0.656 -0.567 2.362
C 2.3072 2.2490 1.2587 1.130 -1.089 -0.551
C 1.7202 -7.2101 0.9026 -0.131 -1.041 -0.409
C -2.2977 0.6943 -3.9964 -0.590 -0.612 -0.115
C -1.2712 0.6445 -0.0730 0.078 -0.197 -1.160
C -3.1403 4.3374 0.3135 -0.984 0.675 0.045
Li 2.4269 -1.3706 -1.4728 -0.678 0.359 0.178
Li 1.5442 0.5766 -3.1690 -1.909 -0.542 -0.795
H 3.2951 -3.6082 2.8106 -0.170 -0.361 1.039
H -1.9172 -1.6892 4.2736 -0.251 -0.251 0.219
H 2.1976 -3.4877 1.5786 -0.881 -0.257 -0.119
H 2.5798 -5.6472 -0.3821 -0.234 -0.030 -0.181
H -2.4874 7.8103 -3.0159 -0.118 0.418 -0.087
H 0.8832 4.5253 -1.8798 0.039 -0.663 0.632
H 2.4870 -7.2815 -1.1324 0.337 0.130 0.052
H -1.4610 2.1059 -6.2797 0.406 0.466 -0.288
H -3.0489 5.1951 -3.1627 -0.312 -0.066 -0.006
H -1.6428 9.0757 -0.3631 0.157 0.298 -0.096
H 0.0758 -4.0172 2.4755 0.515 0.296 0.201
H 0.1673 -2.0760 -2.4684 0.091 0.626 0.276
H -0.8729 8.5680 -2.9972 -0.175 0.172 0.373
H 3.6756 -6.8503 0.1829 0.409 -0.282 -0.750
H -1.8648 -0.7581 3.0811 -0.107 0.237 -0.448
H -1.0374 -1.9484 0.8553 -0.393 -0.284 0.166
H -2.6767 0.0676 -4.8037 0.073 0.088 -0.409
H -0.4039 -7.3835 1.1746 0.063 -0.839 0.003
H -4.1806 4.6523 0.3955 -0.328 -0.323 -0.254
H -1.7968 1.2184 -0.8362 0.093 0.011 -0.246
H -1.0776 6.9436 -3.5115 -0.076 -0.282 0.086
H -1.2726 -1.1260 -1.3636 -0.226 0.171 -0.346
H 1.7861 0.9129 2.6629 -0.385 0.053 -0.066
H -0.2615 4.9113 -2.9524 -0.974 0.125 -0.162
H -1.3690 3.2680 -1.5820 -0.080 -0.039 -0.636
H 0.1506 -1.7011 3.6522 0.387 0.034 -0.318
H -0.4254 -5.4758 3.1396 0.349 -0.746 0.179
H -0.7836 3.6822 -0.1714 0.172 1.230 0.776
H 1.2978 -4.5623 4.8636 0.198 0.010 -0.144
H -1.1684 -5.1751 0.8058 -0.125 -0.321 0.048
H -3.5231 3.5778 -2.4918 0.787 -0.122 -0.317
H -1.9668 3.2350 -4.9920 -0.974 -0.477 0.197
H 3.4315 -4.5998 1.5110 -0.022 -0.620 -0.057
H -0.0349 -7.2034 -0.4958 0.487 0.510 -0.198
H -3.1075 1.3678 -3.7159 0.029 0.845 -0.495
H 1.0930 0.6508 1.0593 0.272 -0.182 0.386
H 2.6155 -9.2768 1.0437 0.330 0.352 0.704
H 0.6613 6.3942 -0.5094 -0.214 -0.214 0.349
H -2.7148 4.8493 1.1766 0.561 -0.178 -0.134
H -3.0566 3.2609 0.4623 -0.013 -0.028 -0.325
H 0.1083 0.0245 4.7580 -0.312 1.037 0.306
H -0.5847 1.7543 -3.4004 -0.181 0.846 0.741
H 3.9301 -6.9533 1.8637 1.112 0.072 0.097
H -2.3868 0.0363 -3.1320 1.156 -0.347 0.201
H 0.0926 8.7570 -0.7890 -0.038 0.170 0.430
H -0.3699 -3.2414 -3.2716 -0.093 -0.325 -0.064
H 3.0969 2.9066 -0.4731 -0.333 -0.168 0.128
H 1.6985 -2.5596 3.5201 -0.480 -0.013 0.117
H -2.0599 0.3836 0.6326 0.020 -0.482 0.167
H 1.8934 1.6414 -0.6664 0.044 -0.032 -0.011
H 0.4765 -1.2219 1.1893 0.303 0.381 -0.317
H -0.4027 3.3002 -5.2784 0.923 -0.683 -0.796
H 0.9043 -9.3177 1.3780 -0.142 0.582 0.179
H 0.4122 -4.6888 0.3474 0.112 0.065 -0.327
H 0.7854 6.7354 -2.1822 -0.262 0.921 -0.004
H 1.4848 0.6845 5.6212 -0.468 0.141 -0.014
H -3.6406 7.1248 -1.6676 -0.896 0.336 -0.445
H 0.3406 -2.4755 -0.0515 0.177 -0.001 -0.151
H -0.7764 7.9363 0.6306 0.522 0.164 -0.007
H 1.6196 -9.0647 -0.2178 -0.689 0.226 -0.247
H -4.4602 4.8185 -1.9948 -0.053 0.994 -0.360
H 1.5511 -6.3509 4.6681 -0.510 0.146 0.245
H -0.6174 1.3561 0.4315 0.222 -0.259 -0.044
H 2.9327 -5.3628 4.6675 -0.032 0.548 0.204
```
Forces are in eV/Å.

Values from the calculation:
**Highest occupied orbital energy (spin up / spin down)**: -1.762 / -4.285 eV
**Spin multiplicity**: 2
**Orbital gap (spin up / spin down)**: 3.391 / 5.902 eV
**E_tot**: -1974.45931 a.u.
**Net charge**: -1